[1]
ORCA calculation (the ωB97M-V functional and the def2-TZVPD basis) on one molecule with the formula C2H7N2.

- Energy: -5163.192 eV
- Highest occupied orbital energy (spin up / spin down): -3.80 / -9.02 eV
- Energy relative to the best compared isomer or geometry (same formula, charge and spin): 56.3 kcal per mole
- Orbital gap (spin up / spin down): 4.7 / 9.9 eV
- Maximum force: 0.0548 Eh/bohr

Structure (ORCA input):
```
! RIJCOSX wB97M-V def2-TZVPD def2/J DEFGRID3
* xyz 0 2
H 0.56 0.65 1.39
H -1.54 1.36 1.86
N 1.27 -0.52 -1.04
H 1.43 -1.66 -1.09
C -0.06 -0.14 -0.58
H 1.60 -0.03 -1.84
H -0.95 -0.43 -1.10
H -2.40 0.04 1.03
C -0.26 0.36 0.66
H 1.94 -0.38 -0.28
N -1.59 0.74 0.98
*
```

[2]
ORCA calculation (the ωB97M-V functional and the def2-TZVPD basis) on a 2-piece molecular cluster, C4H9FSi overall.

- Energy: -14885.559 eV
- Highest occupied orbital energy (spin up / spin down): -7.07 / -10.23 eV
- Energy relative to the best compared isomer or geometry (same formula, charge and spin): 0.0 kcal per mole
- Orbital gap (spin up / spin down): 8.0 / 8.8 eV
- Maximum force: 0.0791 Eh/bohr

Structure (ORCA input):
```
! RIJCOSX wB97M-V def2-TZVPD def2/J DEFGRID3
* xyz 0 3
F -1.57 0.39 -1.51
H 3.12 1.08 -1.25
H 2.97 0.54 0.50
H -1.34 -2.32 -1.24
H -2.01 1.78 1.03
H -1.22 2.83 0.02
H -1.25 -3.37 0.17
H 3.04 -0.66 -1.03
H -0.69 -1.35 1.74
C 2.91 0.30 -0.52
C -1.07 1.89 0.62
H -0.34 2.37 1.35
C -0.90 -1.39 0.62
Si -0.51 0.32 -0.25
C -1.13 -2.39 -0.24
*
```

[3]
ORCA calculation (the ωB97M-V functional and the def2-TZVPD basis) on C51H55AsBr4N6O5Ti as an isolated structure.

- Energy: -437087.720 eV
- Highest occupied orbital energy (spin up / spin down): -1.47 / -2.42 eV
- Energy relative to the best compared isomer or geometry (same formula, charge and spin): 25.1 kcal per mole
- Orbital gap (spin up / spin down): 5.4 / 6.4 eV
- Maximum force: 0.0676 Eh/bohr

Structure (ORCA input):
```
! RIJCOSX wB97M-V def2-TZVPD def2/J DEFGRID3
* xyz -2 3
C -1.43 4.05 0.95
H -1.39 0.28 4.41
H -4.17 3.19 1.42
C 2.64 3.74 1.02
H -4.18 -1.16 2.11
C 1.61 2.67 -3.48
H -4.90 -5.19 -0.82
C 1.64 3.31 3.14
C -1.02 -3.98 0.97
H -4.59 4.13 2.84
N 0.94 1.70 -1.34
C -1.71 5.57 -2.08
Br 4.94 -2.14 -4.03
H -4.49 -5.45 2.35
C -0.57 -6.55 1.98
H 1.57 3.49 4.20
Br 5.27 0.51 1.01
H -2.67 -6.82 1.79
H -3.55 -1.38 0.45
C 0.76 5.68 -1.59
As -1.64 -1.19 2.24
C -0.91 5.14 0.22
H -3.11 4.10 4.86
H -0.69 -3.52 3.15
H 3.26 -3.55 -0.28
H -2.21 -3.04 3.94
H -5.47 -4.26 1.49
C 4.87 -0.81 -1.52
C -1.28 -2.42 -0.72
C -0.82 6.38 0.83
C 0.93 1.70 -2.72
C 4.11 -1.42 -2.50
C -2.26 -0.14 3.89
C -1.76 -1.11 -1.26
O 2.23 0.10 0.79
C 2.45 -4.23 0.00
O -0.30 -0.32 1.84
H -2.20 2.24 2.59
C -4.11 3.21 2.50
Br 6.75 -0.68 -1.72
C 4.26 -0.30 -0.38
H -0.47 3.93 -1.47
H -4.03 -6.51 -0.02
C 1.47 -3.53 0.93
Ti 0.23 0.44 0.17
C -3.04 -0.13 -3.06
C 2.88 -0.34 -0.22
C -2.44 -1.23 -2.46
C 0.21 0.72 -3.42
C -3.48 -4.52 0.67
H 0.69 6.76 -1.47
H -1.84 6.63 -1.85
H 2.44 -3.91 2.84
C -4.46 -4.49 1.84
H -0.36 -0.08 -5.30
C 2.57 4.01 2.36
N 1.80 2.59 -0.85
H 3.35 4.22 0.37
C -3.41 -0.87 1.40
C 0.17 0.71 -4.79
H -2.97 2.35 4.93
H -0.29 -0.06 -2.86
H -4.67 2.36 2.90
H 3.23 4.74 2.81
C 2.14 -3.06 2.22
H 1.94 -4.55 -0.91
O 0.81 -0.90 -1.04
H 1.46 -2.42 2.78
H 2.18 3.42 -2.95
C -2.09 -4.88 1.12
C -1.85 -6.14 1.64
C 1.76 2.79 0.46
H 0.79 1.67 -6.61
C 0.29 -4.43 1.22
H -3.21 -5.50 -1.22
H -3.56 -0.21 -4.00
C -2.38 2.47 -0.48
H 1.50 -6.03 1.96
H -2.50 -2.22 -2.91
O -1.06 -3.34 -1.51
H 0.13 1.79 3.11
C 2.72 -1.49 -2.36
H -0.40 -7.53 2.40
H -1.51 5.45 -3.14
C 2.09 -0.94 -1.26
H 2.90 -5.11 0.47
C -1.91 4.29 2.25
N -1.54 0.11 -0.65
H -1.12 7.56 2.60
H -3.49 1.95 -2.69
H -3.46 0.21 1.24
C -2.97 1.06 -2.36
H 1.55 5.30 -0.95
C -0.56 5.00 -1.24
C -2.55 3.25 4.48
C 0.49 -5.70 1.74
C 0.84 2.37 2.53
N 0.87 2.10 1.23
H 1.09 -2.64 0.42
H -0.44 7.23 0.28
C -1.22 6.59 2.14
H -2.62 5.04 -1.83
C 0.83 1.68 -5.53
C -3.94 -5.50 -0.42
Br 1.67 -2.36 -3.67
C -1.79 5.54 2.83
C -2.65 3.18 2.95
H -3.45 -3.52 0.22
N -1.27 -2.63 0.62
C 1.56 2.65 -4.86
H 3.03 -2.47 1.98
C -1.26 -2.68 3.53
H -1.51 3.34 4.79
C -2.25 1.16 -1.18
N -1.44 2.77 0.40
O -3.38 3.18 -0.75
H 1.02 5.47 -2.63
H -4.16 -3.73 2.56
H -0.71 -2.18 4.33
H 2.09 3.41 -5.42
H -2.92 0.66 3.60
H -2.79 -0.79 4.60
H -2.15 5.71 3.84
*
```

[4]
ORCA calculation (the ωB97M-V functional and the def2-TZVPD basis) on C7H12Br6F3InO3S as an isolated structure.

- Energy: -457988.755 eV
- Highest occupied orbital energy: -15.12 eV
- Energy relative to the best compared isomer or geometry (same formula, charge and spin): 25.2 kcal per mole
- Orbital gap: 1.9 eV
- Maximum force: 0.0749 Eh/bohr

Structure (ORCA input):
```
! RIJCOSX wB97M-V def2-TZVPD def2/J DEFGRID3
* xyz 2 1
H 2.20 0.64 -6.44
H -2.18 1.24 1.14
F 1.17 0.10 -2.42
F 2.48 -0.40 -0.86
H 1.78 -0.03 2.94
C 2.22 -0.21 3.92
S -0.03 -0.37 -0.13
H -2.68 2.15 2.48
O 0.09 0.23 1.13
Br -1.08 -0.40 -4.76
H -0.20 0.12 -6.83
Br -4.80 1.78 1.17
Br 1.96 -1.62 -5.41
O 0.13 -1.83 -0.13
H -0.11 1.62 -5.76
Br 2.96 1.54 4.62
C 1.40 0.30 -1.18
F 1.57 1.64 -0.92
O -1.27 -0.15 -0.92
H 0.31 -0.12 5.05
In -1.71 -2.87 -2.04
C -2.97 1.28 1.88
H 1.91 0.97 -4.81
H 3.09 -0.86 3.82
C -2.95 0.08 2.78
H 1.69 -0.98 5.76
H -2.01 0.00 3.32
Br -2.86 -1.56 1.66
C 1.20 -0.71 4.82
C 0.10 0.56 -5.88
H -3.70 0.07 3.57
Br 0.71 -2.50 4.04
C 1.58 0.29 -5.60
*
```

[5]
ORCA calculation (the ωB97M-V functional and the def2-TZVPD basis) on a 2-piece molecular cluster, ClH3NO2P overall.

- Energy: -27443.999 eV
- Highest occupied orbital energy: -10.52 eV
- SMILES: NOP=O.Cl
- Energy relative to the best compared isomer or geometry (same formula, charge and spin): 65.7 kcal per mole
- Orbital gap: 9.8 eV
- Maximum force: 0.0502 Eh/bohr

Structure (ORCA input):
```
! RIJCOSX wB97M-V def2-TZVPD def2/J DEFGRID3
* xyz 0 1
Cl -2.33 2.12 -2.12
O -0.94 0.20 -0.51
H 2.31 -1.40 1.13
N 1.49 -0.94 0.61
H -1.64 1.03 -1.63
H 0.92 -1.78 0.40
P -0.46 0.83 0.74
O 0.66 -0.06 1.38
*
```

[6]
ORCA calculation (the ωB97M-V functional and the def2-TZVPD basis) on C38H28BF2GaN5O4Si as an isolated structure.

- Energy: -121872.223 eV
- Highest occupied orbital energy: -5.27 eV
- Energy relative to the best compared isomer or geometry (same formula, charge and spin): 72.2 kcal per mole
- Orbital gap: 7.1 eV
- Maximum force: 0.0184 Eh/bohr

Structure (ORCA input):
```
! RIJCOSX wB97M-V def2-TZVPD def2/J DEFGRID3
* xyz -1 1
C -2.15 -0.75 1.35
C -4.44 -0.77 2.09
H 7.74 2.19 -1.62
H 2.66 6.35 -2.12
C -2.74 0.15 3.52
H 1.53 4.68 -5.89
H 1.38 -5.31 -4.25
H -0.47 1.66 4.08
O 1.65 1.23 -1.25
H 4.73 -1.31 -6.12
C 2.77 0.09 -3.71
H 1.05 0.76 3.89
H 2.02 2.42 -5.04
N -1.14 -0.97 0.40
Ga 0.21 0.60 -0.24
C -0.40 -3.38 -2.08
H -2.86 -5.02 -3.75
H 5.59 2.46 -2.80
C -0.19 -2.37 -1.07
H 2.88 -4.00 -2.83
N -1.83 3.75 -4.91
H -4.81 0.12 4.01
H -5.48 -1.01 1.92
H 0.72 -0.45 -3.36
H 3.13 4.09 -1.26
C 3.88 -0.17 -4.51
N -1.26 -2.01 -0.31
F -1.55 2.60 1.29
H 2.64 -2.56 -6.55
H 7.87 0.80 0.42
C 6.93 0.91 -0.10
C 2.63 3.09 -3.09
H 0.63 -2.11 -5.19
C 2.10 5.66 -4.08
B -0.37 2.36 0.70
H 4.81 0.38 -4.33
H -0.29 0.04 4.82
H 3.22 -2.32 -1.07
C 1.13 -1.94 -0.75
C -3.48 -1.09 1.15
C 4.57 0.45 -0.28
H -3.75 -1.56 0.22
H 1.88 6.65 -4.45
C 0.51 -4.88 -3.76
C -2.80 2.28 -1.93
C 1.55 -1.57 -4.99
N -3.65 2.35 -1.16
H -2.54 -3.36 -1.96
H 3.67 -0.01 0.10
C 0.72 -3.94 -2.74
C -1.69 -3.79 -2.47
F 0.47 3.40 0.83
O 1.38 -1.01 0.11
C 3.85 -1.11 -5.52
H 5.83 -0.31 1.28
C 2.67 -1.82 -5.77
C -4.07 -0.14 3.27
C -1.78 2.11 -2.92
O -0.93 0.37 -1.87
H -2.47 0.64 4.45
C -1.78 3.00 -4.04
C -0.75 -5.26 -4.13
C 4.48 1.22 -1.45
H -0.90 -5.97 -4.93
C 2.80 4.22 -2.29
C 6.85 1.69 -1.25
C 2.54 5.49 -2.77
C 5.64 1.84 -1.91
C 5.78 0.29 0.38
C 2.22 -2.64 -1.36
C -1.77 -0.15 2.57
N -0.89 1.16 -2.90
C 2.18 3.28 -4.40
C 2.03 -3.55 -2.33
C 1.60 -0.63 -3.97
O -0.44 0.06 2.75
C -0.03 0.67 3.96
C 1.91 4.55 -4.89
C -1.86 -4.71 -3.47
Si 2.81 1.37 -2.33
*
```